1.
Computed, not measured: C3H2ClF as an isolated structure, with ωB97M-V/def2-TZVPD.

HOMO level (eV): -8.52
Molecular weight (g mol⁻¹): 92.5
LUMO energy (Ha): -0.029
Kohn-Sham gap (eV): 7.7

Structure (ORCA input):
```
! RIJCOSX wB97M-V def2-TZVPD def2/J DEFGRID3
* xyz 0 1
C -0.48774 0.74245 0.63812
C -0.01255 -1.49423 0.02204
C 0.62885 -0.19609 0.13992
F -0.59020 1.79123 -0.18544
Cl -1.69156 -0.60896 -0.03883
H 0.51440 -0.21552 -0.98385
H 1.63881 -0.01889 0.40803
*
```


2.
Computed, not measured: an isolated molecule of C4H5ClN2, with ωB97M-V/def2-TZVPD.

HOMO level (alpha / beta) (eV): -8.28 / -8.69
Molecular weight (g mol⁻¹): 116.6
LUMO energy (alpha / beta) (Ha): -0.014 / -0.013
Kohn-Sham gap (alpha / beta) (eV): 7.9 / 8.3

Structure (ORCA input):
```
! RIJCOSX wB97M-V def2-TZVPD def2/J DEFGRID3
* xyz 0 1
C 0.91456 1.44660 -0.00088
C -0.22626 0.78399 0.12570
C 2.11283 0.75244 0.12896
C -0.13456 -0.77478 0.28661
N 3.31972 0.79782 -0.04823
N 1.13757 -1.39068 0.18109
Cl 4.38135 -0.43589 0.03021
H 0.76888 2.60939 0.03063
H -1.13247 1.31619 0.06608
H -0.63709 -0.92578 1.30758
H -0.95455 -1.22877 -0.50354
H 1.54610 -1.26234 -0.73857
*
```


3.
Computed, not measured: an isolated molecule of C5H5NO2, with ωB97M-V/def2-TZVPD.

SMILES string: C1=CO/C(=C2\CO2)N1
HOMO level (eV): -7.31
Molecular weight (g mol⁻¹): 111.1
LUMO energy (Ha): 0.036
Kohn-Sham gap (eV): 8.3

Structure (ORCA input):
```
! RIJCOSX wB97M-V def2-TZVPD def2/J DEFGRID3
* xyz 0 1
C -2.05160 0.52184 -0.41794
C -2.05288 -0.59898 0.21168
O -0.72965 -1.02213 0.39917
C -0.02581 0.05354 -0.15252
C 1.39941 0.10730 -0.19268
C 2.64529 -0.63970 0.37938
O 2.54289 0.66554 -0.41788
N -0.81530 1.18145 -0.56701
H -2.88978 0.95505 -1.02026
H -2.89002 -1.26595 0.46890
H 2.90134 -0.41443 1.41678
H 3.12653 -1.37489 -0.08331
H -1.16042 1.83135 -0.02430
*
```


4.
Computed, not measured: a 2-piece molecular cluster, C4H7O4S overall, with ωB97M-V/def2-TZVPD.

HOMO level (alpha / beta) (eV): -3.28 / -4.63
Molecular weight (g mol⁻¹): 151.2
LUMO energy (alpha / beta) (Ha): 0.100 / 0.122
Kohn-Sham gap (alpha / beta) (eV): 6.0 / 8.0

Structure (ORCA input):
```
! RIJCOSX wB97M-V def2-TZVPD def2/J DEFGRID3
* xyz -1 1
C -1.25806 -2.11153 1.56045
C -0.60748 -1.45085 0.61081
C 1.07849 -0.02237 -1.32082
C 0.59028 -1.87762 0.09646
O -1.33170 3.48926 1.03211
O -0.49262 3.60611 -1.30232
O 1.11970 3.65944 0.58781
O 1.54758 -1.15790 -0.66767
S -0.24720 3.26585 0.13663
H -2.24033 -1.72952 1.93387
H -1.03785 -3.20799 1.78068
H -0.75090 -0.40495 0.26878
H 1.76507 0.30922 -2.05651
H 0.72550 0.86296 -0.84354
H 0.29826 -0.31733 -1.97381
H 0.84124 -2.91279 0.15710
*
```


5.
Computed, not measured: BCuH26O11 as an isolated structure, with ωB97M-V/def2-TZVPD.

HOMO level (alpha / beta) (eV): -13.48 / -13.48
Molecular weight (g mol⁻¹): 276.6
LUMO energy (alpha / beta) (Ha): -0.143 / -0.272
Expectation value of S²: 0.751
Kohn-Sham gap (alpha / beta) (eV): 9.6 / 6.1

Structure (ORCA input):
```
! RIJCOSX wB97M-V def2-TZVPD def2/J DEFGRID3
* xyz 1 2
Cu 0.04225 1.00314 -1.86545
B 0.49226 -0.11307 0.11903
H -0.03657 -0.86602 -0.44456
H 1.41581 -0.06400 -0.43674
H -0.05711 0.81532 0.09602
H 0.67028 -0.44705 1.12948
O 0.54419 1.60757 2.54394
H 1.47480 1.43498 2.68677
H 0.30294 1.03509 1.81571
O -1.76270 -2.13303 -3.44453
H -1.88994 -3.06751 -3.60819
H -1.82483 -2.04533 -2.49339
O 0.60891 -0.84057 -3.10320
H 1.49466 -1.13491 -3.31550
H 0.06653 -1.62347 -3.19867
O -0.96061 -2.56473 1.31320
H -1.51741 -2.62676 0.53708
H -0.17090 -2.11881 1.00700
O -2.12202 0.51928 -1.49248
H -2.87775 0.25373 -2.01652
H -2.46101 0.58766 -0.59993
O -2.38203 2.29859 0.74484
H -3.14797 2.74436 1.10658
H -2.06572 1.74649 1.45993
O 3.35343 -2.35782 0.29763
H 4.22092 -2.39823 0.70019
H 3.04620 -1.46944 0.47822
O 2.03670 1.74117 -2.15962
H 2.75923 1.37158 -1.65211
H 2.18490 2.68650 -2.13481
O 2.39587 -1.33762 4.12627
H 1.92772 -0.93832 3.39304
H 2.54444 -0.61620 4.73757
O -0.32050 3.11125 -1.18234
H 0.14296 3.94871 -1.17260
H -1.04052 3.22820 -0.56256
O -2.68994 -0.41647 1.98790
H -2.52069 -0.10667 2.87763
H -1.87675 -0.84762 1.72514
*
```


6.
Computed, not measured: C3H4FeO4 as an isolated structure, with ωB97M-V/def2-TZVPD.

HOMO level (alpha / beta) (eV): -15.69 / -19.11
Molecular weight (g mol⁻¹): 159.9
LUMO energy (alpha / beta) (Ha): -0.399 / -0.531
Expectation value of S²: 12.020
Kohn-Sham gap (alpha / beta) (eV): 4.8 / 4.6

Structure (ORCA input):
```
! RIJCOSX wB97M-V def2-TZVPD def2/J DEFGRID3
* xyz 2 7
C -0.40653 -0.57986 0.72589
O -1.22833 -1.11541 1.46203
O -0.51257 0.69104 0.40430
C 0.44425 1.10139 -0.57588
O -0.47818 -0.72042 -1.66354
C 0.12963 0.35020 -1.81326
Fe -2.80186 -0.74417 2.44535
H 0.78937 0.52451 -2.68347
H 0.36519 2.18642 -0.69053
O 1.01893 -0.89259 0.83791
H 1.19505 -1.39453 1.64405
H 1.48504 0.59342 -0.09287
*
```


> The highest molecular weight belongs to which entry?

BCuH26O11